Entry 1:
DFT (ωB97M-V/def2-TZVPD) results for a structure of composition C33H57ClN2O2RuSi.

```
! wB97M-V def2-TZVPD RIJCOSX def2/J DEFGRID3
* xyz 1 6
Ru 0.01 -0.28 2.39
Cl -1.55 -1.94 2.36
Si 0.44 2.40 -2.56
O -1.79 -2.22 -4.49
O 1.13 -2.58 -0.14
N -1.23 1.20 2.18
N 1.59 0.93 2.09
C 2.82 2.85 2.98
C 3.89 1.12 0.15
C 2.31 -2.67 -0.96
C -2.58 0.83 2.44
C 4.87 -1.55 2.68
C 4.87 -0.71 1.56
C -1.41 2.43 -2.82
C -4.74 0.13 1.70
C 2.75 0.14 2.24
C -0.91 2.51 2.25
C 3.84 -1.49 3.60
C -2.04 1.16 4.88
C -3.72 -3.00 -3.31
C 1.66 2.37 -3.95
C -2.01 3.54 2.30
C -3.44 0.49 1.38
C 3.32 -3.64 -0.36
C -0.87 -1.82 -6.68
C 0.82 3.67 -1.22
C -3.00 0.79 3.79
C 0.63 0.84 -1.56
C -1.17 -1.24 -5.31
C 3.84 0.20 1.34
C -0.06 -4.11 -1.82
C 1.57 2.21 2.46
C -5.18 0.04 3.02
C -2.94 -1.78 -3.76
C -2.97 0.51 -0.05
C 2.75 -0.65 3.39
C -4.30 0.40 4.06
C 0.40 2.96 2.35
C 0.00 -3.40 -0.48
C 1.60 -0.51 4.34
H 1.36 1.66 -4.73
H -0.85 -2.72 -0.33
H -1.83 1.43 -2.96
H 1.80 3.36 -4.39
H 0.57 -0.91 3.98
H -0.05 -4.15 0.33
H 2.72 -1.65 -0.98
H -0.06 0.02 -1.78
H 4.22 -3.68 -0.98
H 1.07 4.65 -1.65
H -1.85 2.25 4.89
H -2.60 3.49 3.22
H -0.03 3.81 -0.55
H -1.77 -0.33 -5.43
H 0.53 4.04 2.43
H -0.27 -3.41 -2.64
H -1.80 -2.04 -7.22
H -2.61 -1.18 -2.88
H -0.30 -1.09 -7.27
H -3.20 1.49 -0.50
H 5.71 -2.22 2.83
H -3.60 -1.13 -4.38
H -1.70 3.03 -3.70
H -5.43 -0.09 0.88
H 2.64 2.02 -3.57
H -4.01 -3.62 -4.16
H 3.66 2.78 2.28
H 3.84 -2.11 4.50
H -1.05 0.66 4.80
H -4.63 0.39 5.09
H 3.12 2.41 3.94
H 1.74 -1.20 5.17
H -2.46 0.89 5.85
H 2.62 3.91 3.17
H 0.37 1.23 -0.58
H 1.66 3.38 -0.57
H -4.63 -2.69 -2.80
H 1.64 0.40 -1.48
H 3.78 0.55 -0.79
H -0.29 -2.75 -6.60
H 4.87 1.62 0.09
H -3.11 -3.61 -2.63
H -1.55 4.53 2.28
H -6.20 -0.25 3.25
H -1.89 0.35 -0.14
H -2.67 3.46 1.43
H 0.85 -4.69 -2.05
H 2.90 -4.65 -0.33
H -1.91 2.86 -1.95
H -3.45 -0.28 -0.66
H 5.70 -0.74 0.84
H -0.22 -0.96 -4.83
H -0.89 -4.83 -1.76
H 3.61 -3.30 0.64
H 3.12 1.89 0.19
H 1.50 0.51 4.73
H 2.07 -2.96 -2.00
*
```

Results
Highest occupied orbital energy (spin up / spin down) ... -10.5 / -11.4 eV
Expectation value of S² ... 8.77
Relative energy (zero: lowest compared OMol25 entry of this formula, charge and spin) ... 123.1 kJ/mol

---

Entry 2:
DFT (ωB97M-V/def2-TZVPD) results for a structure of composition C33H57HgN4OP2.

```
! wB97M-V def2-TZVPD RIJCOSX def2/J DEFGRID3
* xyz 1 1
Hg 0.00 0.00 0.00
P -0.09 2.26 -0.88
P 0.55 -2.35 0.13
O 2.18 0.78 2.06
N -2.39 0.60 3.70
N -1.38 0.21 1.70
N 1.37 -0.21 -1.69
N -1.40 -0.17 -1.67
C -2.20 3.64 -2.25
C -3.54 0.57 -3.65
C 3.13 -1.36 -2.85
C 1.58 -4.55 1.69
C -0.08 -5.05 -0.85
C 2.29 -1.22 -1.74
C -3.08 -0.34 3.06
C 1.69 -2.29 2.72
C 2.29 -2.20 -0.59
C -2.80 2.46 -0.10
C -1.88 -3.26 -0.86
C -1.81 -0.99 -4.58
C 1.41 3.44 -0.71
C 0.03 -3.16 -2.47
C 1.21 0.63 -2.76
C -1.53 4.58 -0.01
C -1.39 0.95 2.87
C -1.72 3.29 -0.83
C 3.00 -0.47 -3.94
C 0.03 1.56 -2.66
C -0.37 -3.55 -1.03
C -0.48 2.05 3.28
C -2.04 0.43 -4.01
C -1.21 0.56 -2.70
C 1.42 4.06 0.71
C -1.67 1.45 -5.09
C 1.43 4.54 -1.79
C 2.02 0.52 -3.90
C -0.54 -3.39 2.51
C 0.83 -3.21 1.82
C -2.49 -0.56 1.84
C 2.71 2.62 -0.85
C 1.40 0.42 1.25
H 3.87 -2.17 -2.87
H 2.89 -1.78 0.25
H 0.06 2.32 -3.45
H 1.06 -3.49 -2.71
H -0.79 5.26 -0.44
H -2.87 -1.25 1.15
H -0.51 -5.46 0.08
H -1.37 3.86 -2.94
H -4.04 1.26 -4.35
H 1.01 -5.26 -0.86
H -2.69 2.55 0.99
H 2.61 -1.94 2.22
H -2.42 -4.22 -0.77
H -3.79 2.87 -0.38
H 2.30 -4.53 0.86
H 2.15 -4.73 2.62
H 1.98 -2.86 3.61
H 2.75 -3.15 -0.89
H -2.78 1.39 -0.36
H -0.53 -5.60 -1.69
H 0.63 4.42 -2.53
H -0.74 -1.17 -4.77
H -0.62 1.33 -5.43
H -1.80 2.50 -4.76
H -0.65 -3.66 -3.18
H -2.26 -2.72 -1.74
H -2.37 -1.11 -5.52
H -2.85 4.54 -2.20
H -2.31 1.31 -5.98
H -0.74 2.41 4.30
H 0.58 1.77 3.33
H -2.80 2.83 -2.68
H 1.87 1.21 -4.73
H -2.09 -2.66 0.04
H -0.69 2.90 2.63
H 2.39 4.58 -2.31
H -0.99 -2.41 2.74
H -2.50 5.11 0.01
H 3.65 -0.57 -4.81
H 0.82 3.47 1.41
H -0.39 -3.93 3.46
H 2.63 1.63 -0.37
H 3.52 3.17 -0.35
H 3.00 2.48 -1.91
H -4.03 -0.42 -3.72
H 1.12 -1.40 3.04
H -3.68 0.95 -2.62
H -1.25 4.35 1.04
H -0.05 -2.08 -2.62
H -3.96 -0.83 3.46
H 1.07 5.10 0.73
H -2.61 1.00 4.64
H -2.16 -1.74 -3.86
H 2.46 4.05 1.08
H 1.27 5.52 -1.30
H 0.90 -5.41 1.54
H -1.24 -3.97 1.90
*
```

Results
Highest occupied orbital energy ... -8.6 eV
Relative energy (zero: lowest compared OMol25 entry of this formula, charge and spin) ... 312.8 kJ/mol

---

Entry 3:
DFT (ωB97M-V/def2-TZVPD) results for a structure of composition C33H57N3O4SiV.

```
! wB97M-V def2-TZVPD RIJCOSX def2/J DEFGRID3
* xyz 1 3
V -0.65 0.41 0.46
Si 4.10 -1.43 -2.71
O -2.47 2.00 2.10
O 6.09 3.59 0.29
O -0.82 2.84 -0.22
O 0.90 0.95 0.60
N -0.18 -1.39 1.27
N -1.76 1.25 1.49
N -1.45 -0.61 -1.14
C -0.57 0.01 -3.91
C 5.48 2.73 1.25
C -1.19 4.26 -2.24
C 4.98 3.56 2.41
C -2.21 -2.53 -2.47
C 7.01 3.93 -1.91
C 1.60 -0.96 4.54
C -2.64 1.43 -4.03
C 2.60 -1.05 2.25
C -2.28 0.15 -2.01
C -0.04 3.71 0.64
C 2.64 -2.61 -2.77
C 3.66 0.28 -2.07
C 0.52 -1.08 5.42
C 0.56 -3.73 1.39
C -0.54 3.05 -1.62
C 0.10 -1.28 2.67
C 4.73 -1.05 -4.43
C -4.24 1.53 -2.23
C -3.79 1.97 -3.46
C -0.54 -2.78 -0.64
C -4.12 -0.10 -0.31
C -0.96 -1.51 3.56
C 5.31 -1.99 -1.39
C -0.05 -2.56 0.65
C 1.41 -1.08 3.16
C 1.31 4.14 0.11
C -3.55 0.54 -1.54
C 6.44 2.94 -0.92
C -0.75 -1.38 4.93
C -1.37 -1.93 -1.37
C -2.29 -1.95 3.03
C -1.86 0.51 -3.31
H 0.65 -4.57 0.69
H -0.69 4.57 0.84
H -0.86 5.19 -1.75
H -5.21 0.03 -0.31
H 5.19 -1.90 -4.95
H 1.78 -2.20 -3.33
H 4.14 4.19 2.11
H 2.60 -0.79 4.92
H 1.84 4.71 0.89
H -0.90 4.29 -3.30
H 1.56 -3.51 1.78
H 1.96 3.30 -0.16
H -3.75 0.36 0.62
H -0.35 -3.76 -1.07
H 6.22 1.98 1.61
H -1.96 -2.12 -3.46
H -2.96 -2.15 3.88
H -5.18 1.91 -1.79
H -1.60 -1.53 5.59
H 3.51 -0.85 2.83
H 7.97 4.32 -1.56
H 2.30 -2.87 -1.76
H 0.56 3.07 -1.80
H 2.48 -0.26 1.50
H 1.21 4.80 -0.75
H 4.89 -2.78 -0.74
H -2.76 -1.17 2.41
H 5.60 -1.14 -0.73
H 3.06 -0.16 -1.29
H 7.17 3.44 -2.87
H 6.33 4.77 -2.07
H 0.16 0.83 -4.06
H 4.64 2.93 3.23
H -2.05 -3.61 -2.53
H 5.48 -0.26 -4.37
H 5.56 2.47 -1.40
H -2.28 4.22 -2.17
H 4.62 2.17 0.82
H 2.95 -3.54 -3.27
H -0.08 -4.04 2.22
H -3.29 -2.37 -2.32
H 5.77 4.22 2.79
H -0.08 -0.74 -3.29
H 0.09 3.16 1.58
H 2.75 -2.01 1.72
H -4.36 2.74 -4.02
H -2.22 -2.87 2.43
H 3.01 0.83 -2.76
H 6.22 -2.38 -1.85
H -2.31 1.72 -5.03
H -3.89 -1.17 -0.25
H 7.18 2.14 -0.72
H 4.40 0.93 -1.61
H 0.67 -0.95 6.49
H 3.91 -0.69 -5.06
H -0.76 -0.43 -4.90
H -0.90 2.16 -2.14
*
```

Results
Highest occupied orbital energy (spin up / spin down) ... -11.4 / -11.4 eV
Expectation value of S² ... 2.02

---

Entry 4:
DFT (ωB97M-V/def2-TZVPD) results for an isolated molecule of C33H57N3O9.

```
! wB97M-V def2-TZVPD RIJCOSX def2/J DEFGRID3
* xyz 0 1
O 4.37 0.21 -0.94
O 1.77 2.02 0.06
O -2.44 -0.94 2.07
O -3.24 -0.56 0.00
O 1.36 -3.51 -0.15
O -0.60 -1.03 -0.04
O 1.24 2.67 2.14
O -2.11 1.78 -1.32
O 1.55 -1.73 -1.49
N 2.98 -0.65 0.60
N -1.74 -2.78 -0.80
N -1.49 2.17 0.81
C -1.88 -3.62 1.57
C -3.51 0.81 0.33
C 3.88 -2.95 1.11
C -4.77 1.23 -0.44
C 0.06 -1.00 -3.21
C 5.00 -2.24 1.87
C 0.38 0.43 -2.77
C 1.95 -2.53 -0.51
C -2.50 -2.75 0.45
C -1.90 4.97 0.14
C -5.10 2.69 -0.15
C 4.00 2.93 -0.16
C -2.64 -1.31 0.94
C -1.35 -1.07 -3.77
C -1.71 2.08 2.24
C 5.46 2.76 0.25
C -0.75 -1.88 -0.90
C 3.85 3.04 -1.67
C 3.14 1.78 0.42
C 0.96 2.52 0.97
C -1.33 -4.95 1.06
C -0.54 4.48 0.64
C 1.96 -0.55 1.62
C 3.25 -1.99 0.09
C 3.55 0.38 -0.05
C 0.26 -1.99 -2.05
C -2.30 1.64 -0.13
C -2.22 -3.68 -1.82
C -2.92 -3.86 2.66
C -5.94 0.32 -0.07
C -0.36 2.97 0.35
C 0.59 5.26 -0.03
C 4.42 -4.18 0.39
H 5.50 -2.94 2.54
H 2.80 3.12 -1.94
H -3.28 -2.92 3.06
H -5.70 -0.72 -0.28
H -1.58 -2.07 -4.15
H -2.07 -0.79 -3.01
H 5.88 1.87 -0.21
H -0.37 0.79 -2.08
H -1.45 -0.37 -4.59
H -1.96 6.05 0.25
H -4.54 1.11 -1.51
H 1.56 4.96 0.35
H 4.37 3.92 -2.03
H -2.12 -5.56 0.63
H -6.17 0.42 0.99
H 4.26 2.16 -2.15
H 0.39 1.08 -3.64
H -2.56 -4.61 -1.36
H 5.74 -1.85 1.17
H -2.47 -4.43 3.47
H -1.83 1.03 2.54
H -2.03 4.72 -0.91
H 2.16 0.27 2.31
H 0.46 6.32 0.16
H 1.36 0.48 -2.29
H -1.05 -3.04 1.99
H -2.59 2.65 2.54
H -2.71 4.52 0.71
H 3.11 -3.28 1.81
H -0.48 4.63 1.72
H 0.27 -3.02 -2.43
H 6.03 3.63 -0.09
H 0.97 -0.41 1.18
H 4.62 -1.42 2.46
H -0.30 2.81 -0.73
H 0.57 5.10 -1.11
H -3.76 -4.43 2.26
H -6.02 2.96 -0.66
H -6.82 0.60 -0.65
H 3.61 3.85 0.30
H -3.07 -3.23 -2.35
H -5.24 2.84 0.92
H -0.84 2.48 2.75
H 4.85 -4.87 1.10
H -4.31 3.34 -0.51
H 1.94 -1.47 2.19
H 3.61 -4.69 -0.15
H 3.96 -1.84 -0.74
H -1.45 -3.92 -2.54
H -3.52 -3.11 0.22
H 5.56 2.69 1.33
H 3.23 1.82 1.52
H 0.78 -1.29 -3.98
H -0.55 -4.79 0.32
H 5.19 -3.89 -0.33
H -0.90 -5.49 1.89
H -3.68 0.88 1.41
*
```

Results
Highest occupied orbital energy ... -9.1 eV
Relative energy (zero: lowest compared OMol25 entry of this formula, charge and spin) ... 2.5 kJ/mol

---

Entry 5:
DFT (ωB97M-V/def2-TZVPD) results for a cluster of 3 separate species, C33H58O10S2 in total.

```
! wB97M-V def2-TZVPD RIJCOSX def2/J DEFGRID3
* xyz 0 1
S -3.36 4.83 -2.11
S 7.80 -6.06 1.46
O 9.16 -5.95 1.00
O -2.89 5.14 -3.43
O -3.23 3.51 -1.55
O 2.09 -4.23 -1.67
O 4.58 1.10 2.63
O 2.58 -1.25 1.33
O 1.22 -5.81 -0.32
O 2.96 0.36 3.98
O 7.47 -6.89 2.59
O 3.80 -2.01 -0.42
C 0.78 4.62 -1.60
C 1.59 0.84 -1.07
C 6.55 -4.04 0.34
C 0.95 -3.49 -2.14
C -5.07 -1.41 1.22
C -5.16 -1.64 -0.32
C 0.92 3.15 -2.04
C 1.93 -4.87 -0.49
C 1.57 -0.18 1.34
C 6.75 -6.49 0.06
C 0.00 0.53 3.24
C -1.57 -1.08 -0.02
C 2.39 1.06 1.71
C -2.81 -0.84 -0.90
C 2.76 -1.66 0.04
C -5.25 0.06 1.60
C -3.80 -2.02 -0.93
C 3.41 0.84 2.80
C -5.13 5.98 -0.56
C 1.32 2.34 -0.80
C 0.61 -0.62 2.48
C 1.16 -1.99 -2.03
C 1.39 -1.56 -0.58
C -5.07 5.33 -1.93
C 7.14 -4.42 1.70
C -2.69 6.02 -0.93
C -3.88 6.86 -0.45
C -6.74 0.46 1.64
C -0.59 0.09 -0.20
C 5.82 -5.30 -0.15
C 0.93 -0.17 -0.09
C -0.43 2.69 -2.61
C -1.12 1.19 2.90
H 7.35 -3.78 -0.35
H -5.12 5.22 0.22
H -3.72 7.22 0.56
H -0.75 0.47 -1.21
H 0.16 4.63 -0.70
H -1.96 0.68 2.42
H 4.90 -5.44 0.42
H -2.24 5.46 -0.12
H -5.46 -0.70 -0.79
H -0.88 3.45 -3.25
H 1.76 1.93 1.92
H 1.74 5.06 -1.33
H -3.99 7.74 -1.09
H 0.59 2.51 -0.01
H -1.93 6.61 -1.43
H -1.93 -1.12 1.01
H -0.15 -1.32 2.11
H 0.21 -1.55 -2.34
H -1.16 -2.04 -0.32
H -4.79 0.28 2.57
H 1.24 -1.19 3.17
H -5.71 4.45 -2.03
H 5.53 -5.21 -1.20
H -3.98 -2.28 -1.97
H 7.40 -6.66 -0.80
H -3.37 -2.88 -0.41
H -7.35 -0.33 2.06
H -7.07 0.67 0.62
H 0.75 -3.79 -3.16
H 2.55 -4.47 0.33
H -0.85 0.91 0.47
H 3.00 1.32 0.86
H -1.11 2.53 -1.77
H 6.36 -4.49 2.47
H 2.68 0.69 -1.09
H 0.27 5.22 -2.35
H -2.42 -0.71 -1.92
H -5.28 6.04 -2.73
H -4.12 -1.82 1.58
H -5.90 -2.41 -0.54
H -0.32 1.74 -3.13
H 0.52 0.85 4.14
H -5.90 -1.95 1.66
H 7.93 -3.76 2.03
H 0.08 -3.79 -1.55
H 1.71 3.07 -2.80
H 3.73 -0.05 4.41
H -1.22 2.26 3.06
H 2.26 2.78 -0.44
H 1.96 -1.65 -2.69
H -3.29 0.11 -0.64
H 0.81 -2.27 0.03
H -6.86 1.37 2.24
H -4.77 0.73 0.88
H 6.22 -7.41 0.30
H -6.05 6.56 -0.44
H 5.88 -3.19 0.42
H 1.27 0.62 -2.09
*
```

Results
SMILES string ... C=CC[C@@]1(CC(=O)O)OC(=O)[C@H](CCOC=O)[C@]1(CCCCCCCC)CCC(C)C.O=S1(=O)CCCC1.O=S1(=O)CCCC1
Highest occupied orbital energy ... -9.5 eV

---

no.,energy (Eh)
1,-2395.8680
2,-2421.6482
3,-2990.0672
4,-2133.2027
5,-2840.9361